No. 1
C4H6N2O | wB97M-V/def2-TZVPD

Summary:
- total charge = 0
- F_max (eV Å⁻¹) = 0.55
- orbital gap (eV) = 10.163
- M (g mol⁻¹) = 98.10
- calculated total energy (eV) = -9271.47601
- SMILES string = c1cn[nH]c1.C=O
- HOMO (eV) = -9.359
- energy above the lowest of the compared OMol25 structures with the same formula, charge and spin (kcal/mol) = 46.7
- LUMO energy (eV) = 0.804

Geometry as XYZ:
```
13
Properties=species:S:1:pos:R:3:forces:R:3
C 0.409 0.588 0.731 0.05 -0.03 -0.01
C 0.733 1.749 -0.003 -0.01 0.10 -0.01
N 1.610 1.498 -0.965 -0.15 -0.03 0.18
N 1.853 0.185 -0.852 0.07 -0.16 -0.04
C 1.157 -0.408 0.144 0.01 0.09 -0.02
H -0.260 0.486 1.574 0.11 0.03 -0.15
H 0.360 2.757 0.128 0.07 -0.15 -0.01
H 2.507 -0.243 -1.487 -0.12 0.04 0.10
H 1.232 -1.466 0.351 -0.02 0.17 -0.04
C -2.406 -1.280 0.092 0.21 -0.25 0.09
O -1.574 -2.100 0.390 -0.41 0.35 -0.12
H -3.478 -1.544 -0.004 0.14 -0.03 0.01
H -2.144 -0.222 -0.098 0.05 -0.12 0.02
```
Forces are in eV/Å.

Here are the natural (NBO) charges for atoms 1 to 5, given in e: C -0.3657; C -0.0656; N -0.2680; N -0.3340; C -0.0445

No. 2
C32H44N7O4S2Si2Ti | wB97M-V/def2-TZVPD

Summary:
- total charge = -2
- F_max (eV Å⁻¹) = 4.15
- orbital gap (alpha / beta) (eV) = 5.706 / 5.968
- M (g mol⁻¹) = 758.92
- multiplicity = 2
- calculated total energy (eV) = -113067.39526
- HOMO (alpha / beta) (eV) = -1.973 / -2.237
- energy above the lowest of the compared OMol25 structures with the same formula, charge and spin (kcal/mol) = 21.9
- LUMO energy (alpha / beta) (eV) = 3.733 / 3.731

Geometry as XYZ:
```
92
Properties=species:S:1:pos:R:3:forces:R:3
Ti -0.017 -0.614 -0.201 2.46 0.85 -3.24
C -1.149 1.989 3.561 0.02 -0.21 -0.04
N -0.050 2.129 2.610 -0.06 0.17 0.00
C 1.157 2.373 3.391 0.13 -0.07 -0.14
C 2.473 2.295 2.639 -0.20 -0.06 -0.02
N 2.735 0.997 2.076 0.19 -0.07 0.15
C 2.785 -0.083 3.043 0.00 0.14 -0.13
C 3.755 0.972 1.101 0.05 -0.18 -0.29
C 4.764 1.933 1.104 0.12 0.05 0.06
C 5.776 1.946 0.154 -0.02 0.02 -0.02
C 5.791 0.971 -0.827 0.16 0.03 -0.02
C 4.790 0.013 -0.853 -0.07 0.02 0.00
C 3.747 -0.012 0.077 0.06 0.13 0.02
S 2.540 -1.271 -0.097 -0.16 -0.35 0.15
C -0.313 3.138 1.613 0.02 0.04 -0.20
C -0.934 4.320 2.016 0.05 0.09 0.04
C -1.263 5.330 1.130 -0.06 0.06 0.04
C -0.955 5.172 -0.212 0.01 0.05 -0.02
C -0.321 4.019 -0.632 -0.08 -0.01 0.11
C 0.009 2.969 0.245 0.03 0.12 0.00
S 0.889 1.627 -0.476 0.01 0.14 0.26
H -2.105 2.081 3.059 -0.13 -0.07 -0.10
H -1.112 2.740 4.368 -0.04 0.01 0.00
H -1.091 1.003 4.026 -0.02 -0.03 0.03
H 1.168 1.635 4.197 -0.03 0.05 0.04
H 1.113 3.370 3.870 -0.03 -0.03 0.02
H 3.254 2.601 3.366 -0.01 0.04 -0.02
H 2.470 3.019 1.821 0.01 0.02 0.02
H 3.466 0.159 3.883 -0.03 0.00 0.01
H 3.141 -0.984 2.551 -0.05 -0.05 -0.05
H 1.787 -0.289 3.430 -0.01 -0.06 0.04
H 4.780 2.695 1.874 -0.06 -0.03 -0.01
H 6.535 2.719 0.182 0.02 -0.01 0.01
H 6.579 0.959 -1.573 -0.05 -0.01 -0.04
H 4.771 -0.731 -1.641 0.00 -0.02 0.02
H -1.168 4.461 3.065 -0.02 -0.07 -0.01
H -1.763 6.222 1.488 0.00 0.00 -0.01
H -1.211 5.945 -0.928 0.02 -0.01 -0.02
H -0.067 3.885 -1.676 -0.02 -0.01 -0.01
O -6.317 1.698 2.074 0.03 0.01 -0.05
C -5.671 0.715 2.486 -0.04 0.04 -0.04
O -5.934 -0.100 3.390 0.03 -0.01 -0.02
C -4.317 0.474 1.763 0.02 0.31 -0.22
C -3.868 1.297 0.732 -0.34 -0.13 0.36
C -2.649 1.054 0.130 0.33 0.03 -0.35
N -1.819 0.079 0.514 -1.88 0.14 1.25
C -2.232 -0.688 1.554 -0.76 1.09 -0.25
C -3.468 -0.544 2.162 0.45 -0.37 0.12
C -1.155 -1.546 2.068 0.50 -1.44 1.52
O -1.318 -2.389 2.961 -0.03 0.29 -0.43
O -0.009 -1.306 1.543 -0.09 -0.44 1.97
H -4.488 2.127 0.421 -0.01 -0.01 -0.02
H -2.309 1.675 -0.689 0.08 -0.05 -0.01
H -3.755 -1.197 2.975 0.02 0.04 0.01
C -0.256 -2.059 -5.038 -0.12 0.05 0.23
Si 0.218 -0.758 -3.713 0.19 0.36 -0.53
C 0.191 0.877 -4.706 -0.12 -0.13 0.26
C 2.061 -1.112 -3.468 -0.24 0.07 0.12
C -0.929 -0.609 -2.233 -0.35 -0.59 -0.36
Si -2.470 -1.653 -2.493 -0.21 -0.11 -0.35
C -3.721 -1.938 -1.095 0.32 0.28 0.05
C -3.560 -0.846 -3.854 0.17 -0.10 0.13
C -2.139 -3.452 -3.050 0.04 0.14 -0.03
H 0.367 -1.945 -5.929 0.11 0.15 0.05
H -1.300 -1.955 -5.344 0.08 -0.06 -0.07
H -0.119 -3.075 -4.663 0.04 0.03 -0.07
H 0.845 0.822 -5.581 0.04 -0.05 0.00
H 0.530 1.705 -4.078 0.00 0.00 0.03
H -0.820 1.110 -5.054 -0.03 0.00 0.02
H 2.565 -1.253 -4.430 -0.16 0.04 -0.09
H 2.216 -2.002 -2.862 0.08 -0.04 0.06
H 2.543 -0.282 -2.949 0.05 -0.02 0.09
H -1.255 0.441 -2.257 0.03 -0.02 -0.12
H -4.203 -1.019 -0.764 -0.02 0.06 0.10
H -3.247 -2.403 -0.233 -0.01 -0.08 0.09
H -4.510 -2.611 -1.438 0.06 -0.02 -0.16
H -3.768 0.198 -3.604 0.01 0.01 0.04
H -4.521 -1.359 -3.955 0.00 -0.05 0.01
H -3.064 -0.857 -4.828 -0.02 0.04 0.01
H -1.163 -3.777 -2.691 0.03 -0.07 -0.02
H -2.163 -3.565 -4.135 -0.04 -0.02 0.09
H -2.887 -4.125 -2.626 -0.05 0.07 0.08
N 1.416 -4.308 2.861 -1.19 1.31 1.22
C 1.849 -4.741 1.688 -0.28 -0.01 -1.43
N 2.970 -5.521 1.678 -0.10 0.07 0.32
N 1.302 -4.554 0.511 0.58 -0.58 0.54
C 0.510 -3.624 0.085 -0.25 0.27 -1.13
N -0.088 -2.886 -0.597 0.04 -0.48 1.02
H 2.033 -4.401 3.650 -0.06 0.12 -0.03
H 0.620 -3.620 2.984 0.94 -0.85 -0.63
H 3.273 -5.982 2.515 0.00 -0.05 0.01
H 3.232 -5.914 0.792 -0.05 0.06 -0.04
```
Forces are in eV/Å.

Here are the Löwdin charges for atoms 1 to 5, given in e: Ti 0.5324; C -0.0878; N -0.1288; C -0.1930; C -0.2069

Which of these has the lowest M?
C4H6N2O

Among the records above, which one has the lowest total charge?
C32H44N7O4S2Si2Ti

Repeat the first record exactly.
C4H6N2O | wB97M-V/def2-TZVPD

Summary:
- total charge = 0
- F_max (eV Å⁻¹) = 0.55
- orbital gap (eV) = 10.163
- M (g mol⁻¹) = 98.10
- calculated total energy (eV) = -9271.47601
- SMILES string = c1cn[nH]c1.C=O
- HOMO (eV) = -9.359
- energy above the lowest of the compared OMol25 structures with the same formula, charge and spin (kcal/mol) = 46.7
- LUMO energy (eV) = 0.804

Geometry as XYZ:
```
13
Properties=species:S:1:pos:R:3:forces:R:3
C 0.409 0.588 0.731 0.05 -0.03 -0.01
C 0.733 1.749 -0.003 -0.01 0.10 -0.01
N 1.610 1.498 -0.965 -0.15 -0.03 0.18
N 1.853 0.185 -0.852 0.07 -0.16 -0.04
C 1.157 -0.408 0.144 0.01 0.09 -0.02
H -0.260 0.486 1.574 0.11 0.03 -0.15
H 0.360 2.757 0.128 0.07 -0.15 -0.01
H 2.507 -0.243 -1.487 -0.12 0.04 0.10
H 1.232 -1.466 0.351 -0.02 0.17 -0.04
C -2.406 -1.280 0.092 0.21 -0.25 0.09
O -1.574 -2.100 0.390 -0.41 0.35 -0.12
H -3.478 -1.544 -0.004 0.14 -0.03 0.01
H -2.144 -0.222 -0.098 0.05 -0.12 0.02
```
Forces are in eV/Å.

Here are the natural (NBO) charges for atoms 1 to 5, given in e: C -0.3657; C -0.0656; N -0.2680; N -0.3340; C -0.0445

Look up the M of the second one.
758.92 g mol⁻¹